(1)
Entry from OMol25: a 2-piece molecular cluster, C6H12O overall (wB97M-V/def2-TZVPD).

* SMILES string: CC[C@H]1CO1.C=C
* LUMO: 1.1 eV
* HOMO level: -9.955 eV
* maximum force: 0.0121 hartree/bohr

Cartesian coordinates (Å):
C -2.610 -0.773 0.410
C -1.246 -0.608 -0.258
C -0.413 0.389 0.513
C 0.152 1.592 -0.064
O -1.029 1.699 0.681
H -3.250 -1.467 -0.144
H -2.493 -1.146 1.436
H -3.092 0.208 0.464
H -0.716 -1.569 -0.295
H -1.365 -0.274 -1.297
H 0.039 0.010 1.434
H 1.041 2.012 0.383
H 0.061 1.763 -1.128
C 2.078 -0.796 -0.586
C 2.830 0.231 -0.231
H 1.607 -0.849 -1.554
H 1.853 -1.600 0.097
H 3.247 0.314 0.761
H 3.016 1.056 -0.898

=====

(2)
Entry from OMol25: the molecule C6H12O (wB97M-V/def2-TZVPD).

* SMILES string: CCCCCC=O
* LUMO: 1.0 eV
* HOMO level: -9.754 eV
* maximum force: 0.0420 hartree/bohr

Cartesian coordinates (Å):
C 2.868 -0.411 0.569
C 1.345 -0.750 0.550
C 0.828 -0.227 -0.802
C 0.072 1.111 -0.780
C -1.150 1.116 0.192
C -2.187 0.058 -0.178
O -2.374 -0.934 0.483
H 3.384 -0.456 1.583
H 3.421 -1.011 -0.161
H 3.015 0.625 0.243
H 1.117 -1.832 0.676
H 0.904 -0.232 1.433
H 1.700 -0.070 -1.499
H 0.213 -1.027 -1.259
H 0.805 1.939 -0.629
H -0.212 1.323 -1.829
H -1.725 2.063 0.152
H -0.808 0.887 1.206
H -2.569 0.084 -1.214

=====

maximum force of number 1 (C6H12O)?
0.0121 hartree/bohr